{
  "formula": "C2H2OS",
  "method": "wB97M-V/def2-TZVPD",
  "homo_lumo_gap_ev": 9.0,
  "multiplicity": 1,
  "e_above_lowest_kcal_mol": 51.32,
  "smiles": "C#CSO",
  "e_lumo_ha": 0.0001,
  "total_charge": 0,
  "species": ["C", "C", "S", "O", "H", "H"],
  "positions_angstrom": [[-1.5472, 0.9610, -0.2160], [-0.4539, 0.4262, -0.0653], [1.3950, 0.4252, 0.1625], [1.8456, -1.1478, -0.1472], [-2.5285, 1.0808, -0.2282], [1.2890, -1.7454, 0.4943]],
  "forces_ev_per_a": [[5.002, -2.267, 0.484], [1.813, 1.518, -0.151], [-2.797, -0.455, -0.239], [-2.051, -1.240, 1.697], [-3.732, 0.894, -0.147], [1.765, 1.550, -1.644]],
  "mulliken_charge": [-0.052, -0.426, 0.164, -0.461, 0.415, 0.360]
}

=====

{
  "formula": "C52H94F12O29",
  "method": "wB97M-V/def2-TZVPD",
  "homo_lumo_gap_ev": 9.8,
  "multiplicity": 1,
  "e_above_lowest_kcal_mol": 0.00,
  "smiles": "CCOC(=O)C(F)(F)F.CCOC(=O)C(F)(F)F.CCOC(=O)C(F)(F)F.CCOC(=O)C(F)(F)F.C[C@H]1COC(=O)O1.C[C@H]1COC(=O)O1.C[C@H]1COC(=O)O1.COCCOCCOC.COCCOCCOC.COCCOCCOC.COCCOCCOC",
  "e_lumo_ha": 0.0163,
  "total_charge": 0,
  "species": ["C", "C", "O", "C", "O", "C", "F", "F", "F", "H", "H", "H", "H", "H", "C", "C", "O", "C", "O", "C", "F", "F", "F", "H", "H", "H", "H", "H", "C", "C", "O", "C", "O", "C", "F", "F", "F", "H", "H", "H", "H", "H", "C", "C", "O", "C", "O", "C", "F", "F", "F", "H", "H", "H", "H", "H", "C", "C", "C", "O", "C", "O", "O", "H", "H", "H", "H", "H", "H", "C", "C", "C", "O", "C", "O", "O", "H", "H", "H", "H", "H", "H", "C", "C", "C", "O", "C", "O", "O", "H", "H", "H", "H", "H", "H", "C", "O", "C", "C", "O", "C", "C", "O", "C", "H", "H", "H", "H", "H", "H", "H", "H", "H", "H", "H", "H", "H", "H", "C", "O", "C", "C", "O", "C", "C", "O", "C", "H", "H", "H", "H", "H", "H", "H", "H", "H", "H", "H", "H", "H", "H", "C", "O", "C", "C", "O", "C", "C", "O", "C", "H", "H", "H", "H", "H", "H", "H", "H", "H", "H", "H", "H", "H", "H", "C", "O", "C", "C", "O", "C", "C", "O", "C", "H", "H", "H", "H", "H", "H", "H", "H", "H", "H", "H", "H", "H", "H"],
  "positions_angstrom": [[-4.9962, -4.7850, 1.6613], [-3.7245, -5.3780, 2.2030], [-2.6153, -4.7093, 1.5876], [-1.4168, -5.2474, 1.7742], [-1.1820, -6.2211, 2.4035], [-0.3117, -4.4429, 1.0370], [0.4547, -5.3601, 0.4262], [-0.8379, -3.6583, 0.1050], [0.4581, -3.7352, 1.8475], [-5.8247, -5.3881, 2.0363], [-4.9917, -4.7994, 0.5704], [-5.2136, -3.7601, 1.9643], [-3.7426, -6.4508, 2.0345], [-3.6658, -5.1564, 3.2698], [2.8432, -2.7197, 4.8352], [3.3972, -1.3556, 4.4445], [3.0882, -1.0680, 3.0781], [3.8281, -1.6475, 2.1677], [4.7449, -2.4000, 2.3440], [3.4175, -1.3057, 0.7214], [2.3227, -1.9755, 0.3443], [3.1672, 0.0038, 0.5940], [4.3994, -1.6353, -0.1059], [1.8144, -2.8357, 4.4958], [2.8416, -2.8888, 5.9112], [3.4581, -3.4915, 4.3692], [4.4708, -1.2771, 4.6070], [2.8992, -0.6427, 5.1003], [1.4801, 2.6267, -0.5968], [0.5154, 1.4389, -0.5798], [0.9339, 0.4329, -1.5083], [0.2386, -0.6656, -1.5596], [-0.8114, -0.9093, -1.0356], [0.9289, -1.7161, -2.4574], [0.8930, -2.9385, -1.9258], [0.3319, -1.7403, -3.6412], [2.2415, -1.4497, -2.5526], [1.8624, 2.8072, -1.6021], [2.3224, 2.3222, 0.0243], [0.9850, 3.5218, -0.2334], [-0.4769, 1.7671, -0.8793], [0.5078, 1.0686, 0.4467], [-0.7749, 10.2946, -4.3823], [-1.0814, 8.9663, -3.7268], [0.1542, 8.3115, -3.4761], [0.1638, 7.0285, -3.1639], [-0.7957, 6.3212, -3.1214], [1.5902, 6.5481, -2.8364], [2.0004, 5.7016, -3.8007], [2.4644, 7.5383, -2.7396], [1.5715, 5.8565, -1.6874], [0.1655, 10.6828, -3.9776], [-1.4575, 11.0925, -4.0799], [-0.6981, 10.3230, -5.4672], [-1.7615, 8.3544, -4.3147], [-1.5745, 9.2298, -2.7888], [-1.0374, 3.6605, 5.3488], [-1.3794, 2.3189, 4.7340], [-1.4200, 2.3011, 3.2039], [-0.9421, 1.0227, 2.8574], [-0.4558, 0.4097, 3.9852], [-0.0164, -0.6874, 3.9570], [-0.4962, 1.2316, 5.0538], [-0.9502, 3.4911, 6.4220], [-1.7748, 4.3862, 5.0214], [-0.0366, 3.9617, 5.0264], [-2.3705, 1.9961, 5.0766], [-0.6952, 3.0207, 2.8087], [-2.4480, 2.5426, 2.9441], [-4.7731, -0.1750, -5.6198], [-3.7898, -0.5918, -4.5250], [-2.3299, -0.8386, -4.9859], [-1.5958, 0.0837, -4.1957], [-2.3857, 0.8625, -3.4371], [-1.9780, 1.7122, -2.7103], [-3.6785, 0.5483, -3.6354], [-4.3826, 0.7286, -6.0769], [-5.7070, -0.0615, -5.0700], [-4.8798, -0.9942, -6.3299], [-4.0681, -1.4327, -3.8963], [-2.2154, -0.6682, -6.0577], [-2.0313, -1.8591, -4.7613], [1.8439, -5.1423, -3.8948], [2.9647, -5.8521, -3.1245], [3.3275, -5.2853, -1.7297], [3.2857, -6.4076, -0.8974], [2.7838, -7.4895, -1.5437], [2.5539, -8.5384, -1.0589], [2.4941, -7.1506, -2.8238], [2.0512, -4.1285, -4.2156], [0.9180, -5.2993, -3.3267], [1.5721, -5.7781, -4.7461], [3.7670, -5.8620, -3.8709], [2.6469, -4.4747, -1.4696], [4.3029, -4.8043, -1.8328], [-2.9574, -1.2039, 1.5029], [-4.0499, -0.5055, 0.9494], [-4.1123, 0.8437, 1.3783], [-5.3300, 1.4926, 0.8001], [-6.4999, 1.1240, 1.4684], [-7.6669, 1.7118, 0.9021], [-8.6360, 1.8918, 2.0646], [-9.8152, 2.4905, 1.5815], [-10.6473, 3.0011, 2.5954], [-3.2149, -2.2486, 1.2981], [-2.8350, -1.2291, 2.5967], [-1.9699, -0.9865, 1.0937], [-3.1783, 1.3122, 1.0608], [-4.2297, 0.8684, 2.4711], [-5.4155, 1.2336, -0.2647], [-5.1160, 2.5734, 0.8326], [-8.1179, 0.9135, 0.2900], [-7.5196, 2.6000, 0.2934], [-8.0985, 2.5926, 2.7290], [-8.8699, 0.9865, 2.6307], [-10.0713, 3.5104, 3.3796], [-11.1354, 2.1529, 3.0937], [-11.3551, 3.7065, 2.1744], [-2.2923, -4.8727, -4.4073], [-2.9313, -3.8318, -3.7087], [-3.3006, -4.1259, -2.3843], [-4.0300, -2.9765, -1.7275], [-5.2789, -2.8026, -2.3597], [-5.9069, -1.5990, -2.0005], [-7.3018, -1.4338, -2.5715], [-7.4435, -1.3328, -3.9585], [-7.1773, -2.5596, -4.6452], [-2.6892, -5.8579, -4.1525], [-1.2125, -4.7883, -4.2256], [-2.4136, -4.7239, -5.4818], [-2.3893, -4.2051, -1.7697], [-3.9246, -5.0268, -2.3621], [-3.3834, -2.0854, -1.7636], [-4.1121, -3.1975, -0.6578], [-5.2537, -0.7349, -2.1892], [-6.0951, -1.4509, -0.9214], [-7.6488, -0.4900, -2.1357], [-7.9386, -2.1819, -2.0764], [-7.7175, -2.4826, -5.5806], [-7.3852, -3.4782, -4.0836], [-6.0862, -2.6617, -4.7270], [7.7689, -1.7759, 0.7380], [8.7912, -2.6975, 0.4666], [8.4212, -3.8704, -0.2131], [8.0011, -3.6843, -1.6501], [6.7121, -3.1871, -1.8713], [6.4707, -2.9972, -3.2520], [5.2196, -2.1662, -3.4514], [5.0329, -2.0908, -4.8543], [3.8146, -1.4722, -5.2043], [7.1197, -2.1097, 1.5468], [7.1629, -1.5266, -0.1498], [8.1652, -0.7626, 0.8691], [7.7058, -4.4503, 0.3788], [9.3654, -4.4135, -0.2629], [8.1576, -4.6527, -2.1671], [8.7942, -3.1083, -2.1620], [6.3195, -3.9694, -3.7372], [7.3274, -2.4643, -3.6754], [5.3872, -1.1782, -3.0044], [4.3392, -2.6372, -3.0029], [3.7100, -1.5463, -6.2868], [3.7537, -0.4405, -4.8565], [2.9754, -2.0711, -4.8332], [8.1072, 5.5959, 7.0986], [6.9976, 6.2170, 6.4610], [5.9088, 6.4157, 7.3319], [4.7389, 6.9167, 6.5330], [4.1409, 5.8495, 5.8375], [4.5377, 5.7564, 4.4715], [4.1909, 4.4121, 3.9158], [2.8133, 4.1446, 3.8276], [2.6077, 2.8728, 3.3422], [8.9097, 5.6384, 6.3687], [7.8355, 4.5514, 7.2821], [8.3455, 6.1231, 8.0244], [6.2099, 7.0482, 8.1798], [5.6243, 5.4443, 7.7658], [5.1113, 7.7180, 5.8810], [3.9485, 7.3737, 7.1294], [5.5852, 6.0075, 4.3011], [3.9473, 6.5462, 3.9736], [4.6423, 3.7215, 4.6561], [4.7018, 4.1995, 2.9676], [1.5513, 2.6205, 3.2825], [3.0741, 2.0356, 3.8744], [3.0340, 2.8916, 2.3313]],
  "forces_ev_per_a": [[-0.429, 0.125, -0.266], [-0.603, 0.658, 0.658], [0.171, 0.008, -0.518], [-0.340, 0.852, -0.051], [0.357, -0.785, 0.534], [-0.332, -1.045, -0.362], [0.247, 0.177, -0.135], [0.095, 0.369, 0.007], [-0.070, 0.225, 0.235], [-0.047, -0.053, -0.183], [-0.142, -0.190, 0.021], [0.371, 0.048, 0.113], [0.562, -0.053, -0.062], [0.124, -0.392, 0.085], [0.407, -0.431, -0.464], [-0.356, -0.721, 1.324], [-0.495, 0.787, -0.284], [0.561, -0.744, -0.102], [-0.003, 0.061, 0.223], [-0.026, 0.200, 0.064], [-0.174, -0.035, 0.131], [-0.035, 0.125, -0.072], [0.006, 0.088, -0.081], [-0.004, 0.174, -0.078], [0.181, 0.233, 0.039], [-0.163, -0.131, 0.080], [0.041, -0.092, -0.144], [-0.051, 0.524, -0.653], [0.302, -1.179, -0.425], [-0.569, 1.416, 0.263], [0.905, 0.180, 0.157], [-0.590, -0.500, 0.014], [-0.010, 0.014, 0.076], [0.595, 0.223, 0.962], [-0.742, -0.167, 0.040], [0.418, -0.238, -0.397], [-0.086, 0.307, -0.727], [-0.160, 0.117, -0.020], [0.150, 0.539, 0.044], [0.061, 0.006, 0.164], [-0.139, -0.184, 0.075], [-0.270, -0.538, -0.208], [0.629, 1.009, 0.121], [-0.891, 0.972, -0.172], [0.857, 0.076, 0.025], [-0.742, 0.433, -0.026], [0.124, -0.410, 0.120], [-0.077, -0.768, -0.179], [-0.017, 0.275, 0.134], [0.107, -0.002, 0.093], [0.071, 0.283, -0.090], [0.136, -0.289, -0.132], [-0.449, -0.395, -0.119], [-0.020, -0.362, -0.009], [0.150, -0.221, 0.029], [0.127, -0.598, 0.218], [1.139, -1.268, -0.046], [-0.931, -0.029, -0.294], [0.784, 1.131, 0.941], [-0.502, -0.552, 0.501], [0.132, 0.351, -0.740], [0.247, -0.461, 0.326], [0.088, 0.151, -0.222], [-0.464, 0.549, 0.101], [-0.084, 0.146, 0.369], [-0.107, 0.165, -0.167], [0.080, 0.079, 0.193], [-0.374, 0.192, -0.174], [0.130, -0.378, -0.791], [0.441, -1.123, 1.304], [0.579, 0.287, -0.390], [-1.088, -0.019, 0.185], [0.839, 0.127, -0.167], [-0.369, -0.301, -0.349], [-0.033, 0.125, 0.150], [0.368, 0.023, 0.203], [-0.284, 0.109, -0.162], [-0.259, 0.433, -0.567], [-0.034, 0.131, -0.198], [-0.554, -0.085, -0.313], [0.248, 0.374, 0.085], [0.152, 0.062, 0.141], [-0.960, -1.613, 0.469], [-0.816, 1.200, -0.924], [0.250, 0.919, -2.153], [0.307, -0.326, 0.768], [-0.400, 1.108, -0.422], [0.138, -0.534, 0.310], [0.328, -0.718, -0.088], [-0.035, 0.107, 0.184], [0.139, 0.961, 0.349], [0.647, 0.284, -0.372], [0.562, -0.540, 0.684], [-0.335, -0.432, 0.535], [0.295, -0.441, 0.693], [-0.119, -1.763, 0.102], [0.149, 0.340, 0.580], [-0.179, -1.075, 0.076], [0.659, 0.526, -1.057], [0.143, 0.712, 0.308], [-1.031, -2.514, 0.395], [0.482, 1.575, 0.094], [0.109, 0.379, -0.432], [0.394, -0.627, 0.612], [0.460, 0.035, -0.268], [-0.519, 0.803, 0.069], [-0.207, 0.352, -0.338], [-0.111, 0.480, 0.048], [0.305, 0.094, 0.086], [0.137, -0.034, -0.011], [-0.491, 0.086, 0.133], [0.111, 0.443, -0.512], [0.194, 0.246, 0.297], [-0.365, -0.146, 0.288], [0.288, -0.246, -0.230], [0.086, 0.128, -0.180], [-0.371, 0.243, -0.021], [-0.140, -0.156, -0.157], [0.556, 0.309, -0.037], [-0.731, 0.547, -0.476], [0.508, 0.250, 0.584], [0.446, -0.147, -0.406], [-0.113, 0.102, 0.347], [-0.214, 1.094, 0.616], [0.263, 0.463, 0.874], [-0.350, -0.777, 0.181], [1.048, 0.269, 0.528], [0.117, -0.015, 0.133], [-0.052, -0.509, 0.162], [-0.279, 0.130, 0.063], [-0.117, -0.639, -0.075], [0.174, -0.100, 0.143], [-0.271, 0.144, -0.259], [-0.301, -0.066, -0.006], [-0.042, -0.106, -0.568], [0.294, -0.770, 0.167], [-0.011, 0.098, -0.274], [-0.093, -0.337, -0.643], [0.184, -0.328, -0.200], [-0.850, 0.315, 0.121], [-0.142, 0.163, -0.741], [-0.737, 0.939, -1.088], [0.424, 0.564, 0.019], [0.079, 0.164, 0.172], [1.085, -0.789, -0.756], [-0.172, 0.210, 0.169], [-0.176, -0.082, 0.319], [0.244, -0.113, -0.273], [0.123, 0.226, 0.117], [-0.198, -0.795, -0.385], [-0.001, 0.156, 0.094], [-0.200, -0.869, 0.102], [0.596, -0.445, 0.905], [-0.185, -0.027, -0.128], [-0.119, -0.324, 0.017], [-0.534, -0.146, 0.293], [-0.390, 0.619, 0.258], [0.271, 0.035, -0.167], [-0.053, -0.145, -0.333], [-0.282, 0.035, -0.029], [0.100, 0.025, 0.247], [0.300, 0.375, -0.047], [-0.078, 0.042, 0.012], [-0.042, 0.284, 0.332], [-0.925, 0.012, -0.629], [0.224, 0.328, -0.153], [0.143, -0.743, 0.641], [-0.016, 0.498, 0.005], [0.435, -0.461, -0.371], [-1.403, 1.432, -0.469], [0.886, -0.907, 1.077], [-0.069, 1.068, 1.031], [0.096, -0.873, -1.385], [0.252, -0.001, 0.217], [0.286, -0.030, 0.314], [0.243, -0.113, 0.047], [-0.162, 0.302, -0.195], [-0.066, 0.065, 0.049], [-0.134, -0.173, -0.262], [0.173, -0.104, 0.397], [0.153, -0.363, 0.265], [0.203, -0.205, -0.359], [-0.136, -0.178, -0.281], [-0.139, 0.323, -0.144], [-0.156, 0.365, 0.005], [0.272, 0.316, 0.419], [-0.207, -0.647, -0.232]],
  "mulliken_charge": [-1.007, -0.304, -0.056, -0.167, -0.534, 1.403, -0.320, -0.100, -0.158, 0.474, 0.199, 0.220, 0.375, 0.294, -1.235, -0.375, 0.135, -0.071, -0.595, 0.830, -0.069, -0.207, -0.122, 0.211, 0.420, 0.342, 0.500, 0.304, -1.536, 0.426, -0.172, 0.055, -0.304, 0.500, -0.167, -0.081, -0.160, 0.332, 0.141, 0.449, 0.335, -0.012, -1.144, -0.181, -0.183, 0.299, -0.548, 0.938, -0.257, -0.242, -0.228, 0.321, 0.349, 0.300, 0.325, 0.257, -1.384, 0.140, -0.421, 0.511, 0.013, -0.403, -0.394, 0.370, 0.366, 0.262, 0.426, 0.273, 0.301, -1.843, 2.481, 0.011, -0.267, 0.640, -0.636, -0.386, 0.517, 0.340, 0.369, -1.324, 0.234, -0.035, -1.218, 0.432, 1.626, -0.416, 0.501, -0.539, -0.442, 0.246, 0.119, 0.528, 0.219, -0.642, -0.481, 0.095, 0.071, 0.158, -0.866, -0.283, -0.358, -0.445, -0.323, -0.715, -0.543, 0.253, -0.063, 0.034, 0.219, 0.303, 0.376, 0.065, 0.416, 0.321, 0.333, 0.313, 0.289, 0.238, -0.705, 0.060, -0.889, 1.180, -0.427, 0.691, -0.959, -0.414, -0.392, 0.368, 0.022, 0.250, 0.086, 0.528, -0.056, -0.669, -0.297, 0.303, 0.171, 0.459, 0.271, 0.292, -0.029, -0.335, -0.400, -0.572, -0.697, 0.075, -0.851, 0.533, -0.445, -0.328, 0.191, -0.016, 0.374, 0.309, 0.324, 0.430, 0.377, 0.226, 0.484, 0.263, -0.384, 0.335, 0.308, -0.149, -0.722, -0.293, -0.478, -0.820, -0.295, -0.456, -0.567, -0.317, -0.363, 0.236, 0.303, 0.285, 0.474, 0.323, 0.345, 0.428, 0.386, 0.318, 0.253, 0.419, -0.247, 0.413, 0.299]
}